# 1
ORCA calculation (ωB97M-V with the def2-TZVPD basis set) on a molecular structure, C16H20N4O3Re at a distorted geometry.

Each line ends with the Mulliken spin population.
CARTESIAN COORDINATES (ANGSTROEM)
N: 0.7616 -0.5934 -3.1291  0.003
C: 1.2450 -1.2051 -3.9893  0.001
C: 1.9391 -1.9111 -5.0468  0.000
H: 2.3669 -2.8378 -4.6625  0.000
H: 2.7535 -1.2944 -5.4390  0.000
H: 1.2641 -2.1598 -5.8776  0.000
N: -1.0577 2.9347 0.3147  -0.066
C: -1.1840 4.0741 0.4939  0.107
C: -1.3683 5.4824 0.7053  -0.003
H: -0.5740 6.0060 0.1455  0.005
H: -1.2927 5.6643 1.7949  0.005
H: -2.3536 5.7446 0.3194  0.006
N: -0.3556 -1.6267 2.8232  0.003
C: -0.1819 -2.5218 3.5401  0.001
C: 0.1276 -3.5836 4.4761  0.000
H: -0.7339 -3.8217 5.1166  0.000
H: 0.9618 -3.2840 5.1157  0.000
H: 0.4129 -4.4909 3.9426  0.000
Re: -0.0513 1.0467 0.1696  1.961
C: -1.4806 0.6848 1.5209  0.020
O: -2.3852 0.5149 2.2366  0.103
C: -0.8870 1.2384 -1.6424  0.019
O: -1.4726 1.3644 -2.6385  0.100
C: 1.8489 1.3377 -0.8527  0.092
C: 1.9489 0.0478 -0.3341  0.062
C: 1.6929 -0.1786 1.0030  0.067
C: 1.3385 0.8835 1.8343  0.089
C: 1.4076 2.2031 1.3609  -0.010
C: 1.6582 2.4336 0.0055  -0.014
H: 1.8586 1.4727 -1.9311  0.018
H: 2.1587 -0.7691 -1.0301  0.007
H: 1.6852 -1.1866 1.4283  0.007
H: 0.9579 0.6677 2.8297  0.018
H: 1.1427 3.0063 2.0385  -0.003
H: 1.5944 3.4225 -0.4301  -0.003
C: -2.6564 -1.4503 -0.7533  -0.012
C: -1.2546 -1.8774 -0.5617  -0.070
N: -0.9117 -3.1556 -0.7128  0.179
O: -0.3324 -1.0559 -0.2485  0.316
H: -3.3280 -2.2681 -1.0259  0.000
H: -2.6946 -0.6988 -1.5459  -0.002
H: -3.0229 -1.0030 0.1741  -0.002
H: 0.0650 -3.4054 -0.5725  -0.004
H: -1.6111 -3.8509 -0.9657  -0.002

Calculated values
multiplicity	4
frontier orbital gap (alpha / beta)	0.2598 / 0.1689	Ha
calculated total energy	-31100.4654	eV
net charge	+4
E_LUMO (alpha / beta)	-15.3674 / -18.1559	eV

---

# 2
ORCA calculation (ωB97M-V with the def2-TZVPD basis set) on 4 unconnected molecules or ions with the total composition C16H20N6 at a distorted geometry.

Each line ends with the Mulliken charge.
CARTESIAN COORDINATES (ANGSTROEM)
C: 2.7763 -1.2550 1.7369  -0.907
N: 2.4939 -1.3719 0.3095  -0.204
C: 1.7900 -0.2156 -0.2273  -1.245
C: 0.4406 -0.0213 0.4688  0.787
C: 0.1875 1.1872 1.0336  -0.529
C: -1.0641 1.3884 1.7089  -0.655
C: -1.9705 0.3894 1.7840  -0.451
C: -1.7412 -0.8910 1.2021  0.499
N: -2.7112 -1.8428 1.3536  -0.669
C: -2.3530 -2.9725 0.7919  -0.190
C: -1.1427 -3.1937 0.0750  -0.404
N: -0.2169 -2.2775 -0.0733  -0.361
C: -0.5193 -1.0912 0.5319  0.330
H: 1.8579 -1.5061 2.2924  0.291
H: 3.5390 -2.0122 1.9806  0.330
H: 3.1465 -0.2559 2.0398  0.243
H: 3.3202 -1.6058 -0.2263  0.332
H: 1.5655 -0.4281 -1.2881  0.376
H: 2.3857 0.7151 -0.1957  0.414
H: 0.9014 2.0094 1.0038  0.327
H: -1.2747 2.3582 2.1617  0.405
H: -2.9163 0.5687 2.2990  0.445
H: -3.0614 -3.8067 0.8556  0.383
H: -0.9545 -4.1758 -0.3666  0.418
C: 7.0474 -2.1047 1.1086  -0.880
C: 6.1956 -1.3648 0.1883  0.433
N: 5.5233 -0.7818 -0.5361  -0.405
H: 6.6071 -3.0676 1.3658  0.273
H: 8.0275 -2.2952 0.6727  0.327
H: 7.1993 -1.5525 2.0355  0.269
C: -2.0844 1.9139 -2.7855  -0.777
C: -0.8097 2.4015 -2.2796  0.401
N: 0.1973 2.7798 -1.8809  -0.427
H: -1.9521 1.3084 -3.6814  0.303
H: -2.5965 1.2960 -2.0476  0.221
H: -2.7519 2.7351 -3.0445  0.273
C: -5.8709 3.4199 -1.3174  -0.782
C: -5.7984 2.6703 -2.5643  0.354
N: -5.7410 2.0797 -3.5466  -0.386
H: -6.8600 3.8536 -1.1749  0.316
H: -5.6637 2.7802 -0.4599  0.252
H: -5.1477 4.2350 -1.3040  0.269

Calculated values
multiplicity	1
frontier orbital gap	0.2984	Ha
structure (SMILES)	CNCc1cccc2nccnc12.CC#N.CC#N.CC#N
calculated total energy	-25855.5998	eV
E_LUMO	0.1040	eV

---

# 3
ORCA calculation (ωB97M-V with the def2-TZVPD basis set) on a molecular structure, C16H20OOsS at a distorted geometry.

Each line ends with the Mulliken charge.
CARTESIAN COORDINATES (ANGSTROEM)
Os: 0.1105 -0.7891 -1.0975  0.936
C: -0.6032 -4.1082 -1.7742  -1.463
C: -0.3594 -2.7222 -2.2577  0.528
C: 0.9496 -2.2482 -2.5817  -0.583
C: 1.1844 -0.9621 -3.1717  0.692
C: 2.5396 -0.5666 -3.6478  -1.420
C: 0.0971 -0.0281 -3.1603  -0.623
C: -1.2536 -0.4320 -2.8772  0.606
C: -2.4016 0.5011 -3.0234  -1.486
C: -1.4199 -1.7524 -2.3244  -0.527
H: 0.2971 -4.5825 -1.3886  0.436
H: -0.9111 -4.6789 -2.6627  0.371
H: -1.4261 -4.1727 -1.0639  0.417
H: 1.8109 -2.8896 -2.4189  0.573
H: 3.3185 -1.2392 -3.2955  0.435
H: 2.7829 0.4676 -3.4043  0.414
H: 2.5115 -0.6322 -4.7440  0.375
H: 0.3174 1.0001 -3.4346  0.640
H: -3.2152 0.2874 -2.3325  0.421
H: -2.7903 0.3240 -4.0378  0.377
H: -2.1025 1.5469 -2.9814  0.428
H: -2.4009 -2.0334 -1.9491  0.659
C: -0.2670 -0.9734 3.3938  -0.987
S: -0.9222 0.4462 2.5086  0.285
O: 0.0202 -0.1377 0.4367  -0.174
C: -0.1273 1.7750 3.1231  1.186
C: -0.9987 2.9399 3.2845  -0.146
C: -0.5388 4.0233 3.9670  -0.776
C: 0.8075 4.0345 4.4020  -0.118
C: 1.6847 2.9069 4.2094  -0.758
C: 1.2353 1.7933 3.5768  -0.168
H: 0.8108 -1.0840 3.2770  0.386
H: -0.8146 -1.8453 3.0385  0.432
H: -0.5240 -0.7808 4.4404  0.448
H: -2.0089 2.9221 2.8891  0.439
H: -1.1829 4.8768 4.1428  0.469
H: 1.2068 4.9222 4.8870  0.473
H: 2.6944 2.9511 4.6004  0.462
H: 1.8888 0.9403 3.4518  0.340

Calculated values
multiplicity	1
frontier orbital gap (alpha / beta)	0.2264 / 0.2295	Ha
calculated total energy	-32216.9001	eV
net charge	+4
E_LUMO (alpha / beta)	-17.1670 / -17.1353	eV

---

# 4
ORCA calculation (ωB97M-V with the def2-TZVPD basis set) on a molecular structure, C16H21Al3BrCl2F6N2O25S3 at a distorted geometry.

Each line ends with the Mulliken charge.
CARTESIAN COORDINATES (ANGSTROEM)
O: 1.8711 -3.7548 -1.2850  -0.678
S: 2.4722 -2.3878 -0.7769  0.755
O: 2.2772 -2.3937 0.7762  -0.494
C: 1.4330 -1.0262 -1.6148  -0.746
Al: 0.6198 0.2572 -0.2172  -0.096
C: -0.7768 -0.6148 1.0197  0.369
C: -2.2251 -0.9298 0.2899  0.619
C: -3.0653 0.1778 -0.6197  -0.390
C: -4.4927 -0.3029 -1.3385  -0.394
C: -5.0735 -1.8288 -1.1602  -0.435
C: -4.2646 -2.9145 -0.2145  -0.303
C: -2.8611 -2.4320 0.4824  -0.015
H: 3.8485 -2.2648 -1.0244  0.218
H: 2.1356 -0.4407 -2.3666  0.419
H: 0.6261 -1.5692 -2.2935  0.445
H: 0.0918 1.5907 -0.9102  0.089
H: 1.8522 0.7170 0.7146  0.005
H: -0.9049 0.0225 2.0204  0.478
H: -0.3320 -1.6805 1.3164  -0.441
H: -2.6486 1.2775 -0.7601  0.141
H: -5.1009 0.4494 -1.9991  0.295
H: -6.0706 -2.1492 -1.7092  0.295
H: -4.6770 -4.0047 -0.0608  0.292
H: -2.2714 -3.1995 1.1582  -0.164
Al: 0.0294 3.2517 -1.6638  0.502
N: -6.2706 -5.3164 2.1402  1.131
O: -5.2663 -4.7653 2.6207  -0.463
O: -7.1122 -5.8370 2.8909  -0.526
O: -6.4333 -5.3466 0.9091  -0.476
O: 3.8639 0.9889 -1.3199  -0.608
Cl: 4.6878 2.1662 -1.1255  1.727
O: 3.8509 3.2817 -0.7280  -0.657
O: 5.3682 2.4900 -2.3643  -0.561
O: 5.6682 1.9045 -0.0897  -0.633
Al: -0.1122 -3.6308 1.3716  0.595
C: 10.2345 4.9484 -5.8948  -1.091
C: 9.4406 3.9186 -5.1137  -0.203
O: 9.0761 4.4324 -3.8241  -0.305
C: 7.9877 5.2676 -3.7928  0.404
O: 7.3411 5.5860 -4.7861  -0.524
C: 7.6830 5.6986 -2.3585  0.810
F: 8.7991 6.0865 -1.6758  -0.249
F: 7.1224 4.6923 -1.6280  -0.207
F: 6.8152 6.7474 -2.2897  -0.245
H: 11.1032 5.2828 -5.3178  0.291
H: 10.5800 4.5316 -6.8461  0.365
H: 9.6327 5.8365 -6.1060  0.312
H: 10.0609 3.0338 -4.9390  0.325
H: 8.5529 3.5860 -5.6657  0.307
N: 3.4921 0.2992 3.6743  -0.207
S: 2.7449 1.2275 4.6974  1.092
O: 3.0696 1.0701 6.1111  -0.546
O: 1.3672 1.5977 4.3953  -0.447
F: 3.4865 2.6141 4.3871  -0.270
S: 3.0239 -1.1960 3.8039  1.123
O: 3.9021 -2.1494 3.1264  -0.640
O: 1.6028 -1.4891 3.6616  -0.473
F: 3.3011 -1.5572 5.3327  -0.250
C: -0.2701 3.6756 -5.5877  0.749
O: 0.9187 3.5369 -5.2120  -0.597
O: -0.4443 4.8527 -6.1716  -0.463
O: -1.2611 2.9165 -5.5010  -0.586
H: 0.4958 5.0862 -6.0314  0.357
Br: -3.4122 -6.0341 3.0611  0.303
O: -1.0315 1.2092 6.8876  -0.515
Cl: -1.0122 2.6424 7.1065  1.684
O: 0.3473 3.1318 6.9848  -0.471
O: -1.5141 2.9354 8.4349  -0.590
O: -1.8504 3.2937 6.1186  -0.537
C: -11.1639 -6.6604 2.1111  -0.419
C: -10.4681 -5.6030 1.3240  0.539
O: -11.4199 -4.5659 1.2517  -0.299
C: -12.1662 -4.6900 2.3849  0.631
O: -12.9051 -3.8207 2.8164  -0.532
O: -11.9799 -5.9055 2.9843  -0.304
F: -10.2071 -6.0299 0.0680  -0.293
H: -11.7955 -7.3043 1.4900  0.273
H: -10.4663 -7.2886 2.6715  0.264
H: -9.5499 -5.2284 1.7889  0.136

Calculated values
multiplicity	1
frontier orbital gap	0.0543	Ha
calculated total energy	-234747.5212	eV
net charge	-1
E_LUMO	-5.4809	eV